[1]
The following is a quantum chemistry calculation of a 2-piece molecular cluster, C9H13NO2 overall at a distorted geometry, from OMol25.

Last column: Mulliken charge in e.
CARTESIAN COORDINATES (ANGSTROEM)
C: -2.51483 -2.41354 -0.47533  -1.44
C: -1.88984 -1.06290 -0.68631  0.83
C: -0.63573 -0.93826 -1.25221  -0.48
C: -0.10456 0.32754 -1.47688  -0.40
C: -0.74580 1.45437 -0.98773  0.64
O: -0.19084 2.66848 -1.29277  -0.54
C: -2.00976 1.33178 -0.43333  -0.50
C: -2.61051 0.09468 -0.39925  -0.73
H: -2.01586 -3.18754 -1.05021  0.35
H: -3.60224 -2.42569 -0.53802  0.37
H: -2.35587 -2.70906 0.56691  0.30
H: -0.05957 -1.72310 -1.73636  0.35
H: 0.68013 0.48715 -2.21204  0.35
H: -0.70983 3.39110 -0.89961  0.30
H: -2.52493 2.25797 -0.19059  0.27
H: -3.57065 -0.03682 0.08410  0.34
C: 2.44078 1.07545 2.10293  -0.86
C: 3.36053 0.21805 1.28997  0.69
N: 2.77877 -0.86575 0.70583  -0.36
O: 4.53701 0.46585 1.12200  -0.62
H: 2.07939 0.61549 3.02523  0.30
H: 1.58252 1.46216 1.53305  0.15
H: 2.93726 2.01249 2.35034  0.31
H: 3.35175 -1.44692 0.11478  0.21
H: 1.79268 -1.05298 0.73549  0.19

Atoms 1-2, force components in eV/Å:
C 0.3 -0.1 1.1
C -0.6 -0.5 -0.5

Calculated values
net charge: 0
HOMO-LUMO gap: 9.260 eV

***

[2]
The following is a quantum chemistry calculation of a single C9H13NO3S molecule at a distorted geometry, from OMol25.

Last column: Mulliken charge in e.
CARTESIAN COORDINATES (ANGSTROEM)
C: -0.09994 3.27246 0.08707  -1.44
C: -1.41707 2.41887 0.27074  0.53
N: -2.19032 2.95354 1.33069  -0.58
O: -2.17820 2.29049 -0.84958  -0.50
S: -0.85344 0.65604 0.64123  1.18
O: -1.96112 -0.20210 0.30098  -0.74
O: -0.39452 0.57916 1.96046  -0.67
C: 0.59143 0.20009 -0.50920  -0.98
C: 0.93534 -1.24243 -0.47302  0.83
C: 1.38572 -1.88792 -1.60734  -0.65
C: 1.67872 -3.28394 -1.49985  -0.43
C: 1.39891 -3.95133 -0.35679  -0.58
C: 0.96508 -3.19990 0.79121  -0.61
C: 0.76843 -1.90158 0.73103  -0.45
H: 0.46738 2.92004 -0.78819  0.37
H: -0.28334 4.42473 -0.18633  0.33
H: 0.65173 3.12696 0.85706  0.41
H: -1.59429 3.23128 2.13671  0.26
H: -2.98620 2.24675 1.60501  0.31
H: -2.69723 1.54631 -0.73062  0.41
H: 0.17870 0.50053 -1.39154  0.62
H: 1.44450 0.85251 -0.24162  0.44
H: 1.49721 -1.61285 -2.61305  0.39
H: 2.05824 -3.76326 -2.38966  0.38
H: 1.57032 -5.01208 -0.38409  0.38
H: 0.72561 -3.75822 1.71669  0.32
H: 0.33836 -1.40416 1.59199  0.46

Atoms 1-2, force components in eV/Å:
C -0.6 1.4 -2.0
C 2.0 1.1 0.5

Calculated values
net charge: 0
HOMO-LUMO gap: 9.909 eV

***

[3]
The following is a quantum chemistry calculation of a single C9H13OP molecule at a distorted geometry, from OMol25.

Last column: Mulliken charge in e.
CARTESIAN COORDINATES (ANGSTROEM)
C: -0.48022 -2.56289 -0.66510  -1.35
C: 0.46917 -1.64835 -0.03873  0.99
C: 1.23902 -2.29341 1.05151  -1.47
C: 0.46447 -0.33881 -0.45422  0.88
C: 1.31739 0.67181 0.25731  -1.53
C: -0.22774 0.21978 -1.61268  -0.79
C: -0.87279 1.40934 -1.66651  -0.52
C: -0.90241 2.42239 -0.57960  -0.29
C: -1.35317 2.15242 0.64747  -0.23
P: -1.48022 3.52295 1.84949  0.08
O: -1.60488 3.05456 3.20677  -0.43
H: -0.33527 -3.58123 -0.54817  0.44
H: -0.55891 -2.23946 -1.81835  0.17
H: -1.48683 -2.37547 -0.38095  0.35
H: 0.67089 -2.80575 1.84208  0.33
H: 1.83816 -1.61054 1.53953  0.43
H: 2.06890 -2.97183 0.65162  0.31
H: 1.50392 1.64864 -0.17908  0.44
H: 2.40161 0.17560 0.42364  0.33
H: 1.03855 0.97264 1.32667  0.29
H: -0.15618 -0.52867 -2.43850  0.44
H: -1.22645 1.96319 -2.58413  0.30
H: -0.52021 3.45137 -0.85567  0.32
H: -1.80677 1.29170 1.02560  0.49

Atoms 1-2, force components in eV/Å:
C -1.0 2.2 -4.1
C -0.8 1.2 -0.7

Calculated values
net charge: 0
HOMO-LUMO gap: 7.739 eV

***

[4]
The following is a quantum chemistry calculation of a 2-piece molecular cluster, C9H14 overall, from OMol25.

Last column: Mulliken charge in e.
CARTESIAN COORDINATES (ANGSTROEM)
C: 2.52176 0.43710 0.26006  -1.48
C: -0.46706 -0.93967 -1.71377  -0.82
C: 0.63405 -0.82907 -0.81328  -0.19
C: -0.86053 0.22166 -2.45044  -0.45
C: 1.34493 0.33463 -0.67088  0.61
C: -0.15602 1.38898 -2.30974  -0.42
C: 0.96038 1.49367 -1.43030  -0.74
H: -1.01124 -1.87480 -1.78305  0.42
H: 0.93776 -1.68291 -0.20778  0.25
H: -1.71473 0.15774 -3.11696  0.33
H: -0.46075 2.27079 -2.86789  0.31
H: 2.37735 -0.19918 1.13914  0.30
H: 2.63444 1.47178 0.60790  0.30
H: 1.50571 2.42522 -1.29833  0.28
H: 3.47426 0.15698 -0.20745  0.35
C: -1.74486 -1.22476 1.75842  -0.71
C: -1.18843 0.02069 2.46436  -0.67
H: -1.80529 -1.05860 0.68517  0.10
H: -1.10409 -2.07909 1.97549  0.24
H: -2.75152 -1.46668 2.11471  0.35
H: -0.28018 0.34253 1.95520  0.08
H: -0.94678 -0.21032 3.50389  0.29
H: -1.89914 0.84329 2.40551  0.28

Atoms 1-2, force components in eV/Å:
C 0.0 0.1 0.1
C -0.3 -0.2 -0.1

Calculated values
multiplicity: 2
net charge: -1
HOMO-LUMO gap (alpha / beta): 3.058 / 7.182 eV

***

[5]
The following is a quantum chemistry calculation of a 2-piece molecular cluster, C9H14 overall at a distorted geometry, from OMol25.

Last column: Mulliken charge in e.
CARTESIAN COORDINATES (ANGSTROEM)
C: 1.10273 -2.78150 -0.61371  -0.89
C: 0.32926 -2.56384 0.66605  -0.63
H: 2.09570 -2.30571 -0.62329  0.24
H: 1.39138 -3.80638 -0.83481  0.38
H: 0.54181 -2.40256 -1.46629  0.22
H: -0.69224 -2.96110 0.59956  0.21
H: 0.30507 -1.49820 0.88125  0.13
H: 0.71467 -3.05312 1.57341  0.34
C: 1.61967 0.86050 -0.83668  -1.24
C: -1.09935 2.59778 1.25297  -0.42
C: -2.26967 1.94312 0.74394  -0.73
C: 0.15793 2.20172 0.74415  -0.88
C: 0.27916 1.20350 -0.19787  1.05
C: -2.15148 0.99677 -0.23915  -0.10
C: -0.89441 0.61699 -0.77953  -0.93
H: -1.20413 3.43554 1.93161  0.46
H: -3.25869 2.17738 1.12483  0.28
H: 1.08624 2.61636 1.14795  0.12
H: -3.05065 0.50398 -0.59837  0.45
H: 1.81032 1.61109 -1.60997  0.42
H: 1.53913 -0.14275 -1.22723  0.12
H: -0.77767 -0.15963 -1.52891  0.07
H: 2.42525 0.91009 -0.10991  0.32

Atoms 1-2, force components in eV/Å:
C 1.0 -0.2 -0.3
C -0.2 -0.3 0.7

Calculated values
multiplicity: 2
net charge: -1
HOMO-LUMO gap (alpha / beta): 2.754 / 7.128 eV

***

[6]
The following is a quantum chemistry calculation of a 2-piece molecular cluster, C9H14 overall at a distorted geometry, from OMol25.

Last column: Mulliken charge in e.
CARTESIAN COORDINATES (ANGSTROEM)
C: -0.34947 1.57862 -1.64874  -1.21
C: 1.58310 0.33080 1.37597  -0.63
C: 0.94926 0.36249 0.12222  -0.67
C: 1.55477 1.43807 2.21556  -0.28
C: 0.13405 1.49048 -0.21523  0.45
C: 0.80109 2.56775 1.88072  -0.76
C: 0.01979 2.51298 0.65490  -0.40
H: 2.18972 -0.55620 1.53391  0.39
H: 1.11151 -0.48031 -0.53209  0.34
H: 2.21486 1.43103 3.07985  0.31
H: 0.58560 3.46853 2.44013  0.34
H: -1.23652 2.21213 -1.74104  0.39
H: -0.73527 0.57767 -1.89439  0.12
H: -0.61376 3.35997 0.39994  0.27
H: 0.39896 1.78082 -2.41950  0.33
C: -1.43106 -2.86262 -0.02641  -0.91
C: -0.61191 -2.66811 -1.30338  -0.41
H: -1.77942 -3.88126 0.19676  0.34
H: -0.85350 -2.68189 0.88363  0.25
H: -2.37360 -2.31685 -0.07976  0.29
H: -0.84913 -1.67593 -1.69955  -0.14
H: -1.15976 -3.21721 -2.08015  0.33
H: 0.45068 -2.77097 -1.14334  0.26

Atoms 1-2, force components in eV/Å:
C -1.2 -1.1 0.6
C 0.2 0.5 0.2

Calculated values
multiplicity: 2
net charge: -1
HOMO-LUMO gap (alpha / beta): 2.659 / 7.086 eV

***

[7]
The following is a quantum chemistry calculation of a 2-piece molecular cluster, C9H14 overall at a distorted geometry, from OMol25.

Last column: Mulliken charge in e.
CARTESIAN COORDINATES (ANGSTROEM)
C: 0.69022 2.14529 -0.98888  -1.34
C: 0.33329 0.68981 -1.16774  1.16
C: 1.42415 -0.16666 -1.39723  -0.69
C: 1.17930 -1.56137 -1.31447  -0.56
C: -0.08642 -2.02889 -0.98911  -0.38
C: -1.13803 -1.15197 -0.80845  -0.48
C: -0.91879 0.20055 -0.85260  -0.47
H: -0.12406 2.78802 -1.35438  0.37
H: 1.61112 2.29116 -1.57024  0.38
H: 0.96015 2.46415 0.01184  0.24
H: 2.38980 0.14644 -1.70572  0.35
H: 1.80287 -2.40100 -1.58468  0.34
H: -0.32387 -3.08345 -0.89192  0.36
H: -2.13486 -1.48990 -0.55066  0.35
H: -1.72896 0.89033 -0.60185  0.36
C: -0.00669 0.13115 3.01618  -0.62
C: -1.29652 0.92721 2.94746  -0.77
H: 0.16924 -0.47917 2.10559  0.08
H: 0.79618 0.85975 3.12802  0.28
H: -0.17480 -0.71721 3.68853  0.31
H: -2.15219 0.21016 2.95621  0.27
H: -1.39796 1.75134 3.64934  0.33
H: -1.53009 1.32840 1.93739  0.14

Atoms 1-2, force components in eV/Å:
C 0.0 0.2 -1.2
C 1.8 0.6 1.2

Calculated values
net charge: 0
HOMO-LUMO gap: 10.118 eV

***

[8]
The following is a quantum chemistry calculation of a 2-piece molecular cluster, C9H14 overall at a distorted geometry, from OMol25.

Last column: Mulliken charge in e.
CARTESIAN COORDINATES (ANGSTROEM)
C: 3.27632 -0.34454 0.72648  -1.47
C: 1.87469 -0.74681 0.39800  0.93
C: 0.83088 -0.55139 1.31828  -0.59
C: -0.46542 -0.87103 0.99029  -0.21
C: -0.73676 -1.61552 -0.15785  -0.85
C: 0.25366 -1.76902 -1.11177  -0.27
C: 1.54634 -1.34609 -0.80573  -0.48
H: 3.87377 -0.16044 -0.15928  0.37
H: 3.77652 -1.14055 1.28856  0.30
H: 3.32643 0.52760 1.38303  0.35
H: 1.08509 -0.03924 2.24371  0.31
H: -1.31292 -0.61983 1.60442  0.47
H: -1.77464 -1.80370 -0.41554  0.42
H: 0.10363 -2.17955 -2.10013  0.37
H: 2.33537 -1.43144 -1.52798  0.34
C: -1.94799 2.21670 0.09787  -0.85
C: -2.51825 1.32983 -1.02296  -0.63
H: -2.54125 2.13923 1.00632  0.28
H: -0.92435 1.93425 0.34465  0.20
H: -1.97217 3.26006 -0.19608  0.32
H: -1.85800 0.52050 -1.33101  0.11
H: -2.81435 1.81244 -1.95651  0.36
H: -3.41659 0.87853 -0.61678  0.22

Atoms 1-2, force components in eV/Å:
C 0.3 -0.2 0.5
C -0.8 -0.2 0.4

Calculated values
net charge: 0
HOMO-LUMO gap: 10.053 eV

***

[9]
The following is a quantum chemistry calculation of a 2-piece molecular cluster, C9H14 overall at a distorted geometry, from OMol25.

Last column: Mulliken charge in e.
CARTESIAN COORDINATES (ANGSTROEM)
C: 0.10620 0.56646 -2.67749  -1.50
C: 0.54946 -0.06325 -1.38480  0.90
C: -0.32026 -0.70727 -0.55680  -0.34
C: 0.13402 -1.37702 0.58195  -0.65
C: 1.49385 -1.44120 0.83430  -0.48
C: 2.40093 -0.73992 0.01424  -0.44
C: 1.92472 -0.03205 -1.07816  -0.46
H: -0.73665 0.00917 -3.09576  0.37
H: 0.87282 0.59106 -3.44473  0.40
H: -0.28431 1.58215 -2.56982  0.30
H: -1.39209 -0.58488 -0.67324  0.41
H: -0.48090 -1.91191 1.28984  0.41
H: 1.92849 -2.14260 1.53109  0.39
H: 3.47022 -0.67143 0.16744  0.35
H: 2.60328 0.65586 -1.55789  0.35
C: -1.68245 1.54563 1.65699  -0.54
C: -3.13089 1.24836 2.07406  -0.95
H: -1.37385 2.58780 1.78916  0.36
H: -0.97466 0.93980 2.20985  0.23
H: -1.64644 1.41675 0.57879  0.06
H: -3.26264 0.17226 2.04747  0.25
H: -3.86184 1.82289 1.49631  0.29
H: -3.42726 1.63315 3.05649  0.32

Atoms 1-2, force components in eV/Å:
C -1.0 0.2 -0.1
C 1.4 0.6 -1.2

Calculated values
net charge: 0
HOMO-LUMO gap: 10.026 eV

***

[10]
The following is a quantum chemistry calculation of a 2-piece molecular cluster, C9H14 overall at a distorted geometry, from OMol25.

Last column: Mulliken charge in e.
CARTESIAN COORDINATES (ANGSTROEM)
C: -1.34256 -0.66246 1.56852  -1.29
C: -1.21591 -1.21448 0.18487  0.71
C: -0.17843 -0.71394 -0.59326  -0.10
C: 0.04146 -1.11221 -1.93155  -0.45
C: -0.82555 -2.01309 -2.50929  -0.56
C: -1.97080 -2.36562 -1.77950  -0.36
C: -2.18853 -1.99908 -0.47757  -0.44
H: -2.41099 -0.74534 1.80588  0.34
H: -0.98572 0.33641 1.82687  0.25
H: -0.70928 -1.17804 2.31411  0.26
H: 0.60989 -0.12198 -0.14558  0.20
H: 0.97986 -0.79521 -2.37658  0.36
H: -0.67382 -2.19178 -3.56573  0.35
H: -2.60861 -3.01525 -2.37397  0.31
H: -3.05938 -2.29604 0.09519  0.36
C: 2.75384 2.21556 1.03519  -0.83
C: 1.37312 2.77535 0.90137  -0.45
H: 3.11333 2.49575 2.03551  0.27
H: 3.03101 1.17659 0.86883  0.32
H: 3.38772 2.74186 0.30941  0.24
H: 1.00108 3.02289 -0.09077  0.29
H: 1.20804 3.62542 1.56795  0.35
H: 0.67023 2.03470 1.33008  -0.12

Atoms 1-2, force components in eV/Å:
C -0.5 -0.8 1.3
C 0.4 1.5 -1.3

Calculated values
net charge: 0
HOMO-LUMO gap: 9.987 eV

***

In the order shown, the computed relative energy (zero: lowest compared OMol25 entry of this formula, charge and spin) values come out to 45.1; 161.5; 314.0; 0.0; 18.8; 76.6; 85.0; 36.7; 57.6; 88.4 kJ/mol.